Entry 1:
Below is C38H85N4O as an isolated structure, with properties calculated with ωB97M-V with the def2-TZVPD basis set.

Structure (XYZ):
```
128
C38H85N4O ωB97M-V with the def2-TZVPD basis set
C 3.511 8.289 30.776
C 4.926 7.981 31.183
O 5.913 8.390 30.232
H 3.183 9.314 30.946
H 2.764 7.660 31.260
H 3.303 8.011 29.743
H 4.990 6.899 31.294
H 5.095 8.432 32.161
C 10.742 11.941 31.962
C 9.888 10.718 31.597
C 8.475 11.285 31.383
N 7.341 10.239 30.914
C 6.082 11.017 30.479
C 5.503 11.869 31.599
C 5.080 10.898 32.734
C 6.266 10.026 33.245
C 7.007 9.321 32.147
C 7.795 9.309 29.690
H 11.784 11.874 31.648
H 10.643 12.188 33.019
H 10.564 12.853 31.393
H 9.872 9.989 32.407
H 10.316 10.166 30.761
H 8.478 12.137 30.704
H 8.005 11.642 32.299
H 6.264 11.605 29.580
H 5.407 10.230 30.143
H 6.192 12.640 31.944
H 4.510 12.234 31.338
H 4.577 11.394 33.565
H 4.268 10.280 32.351
H 6.916 10.694 33.809
H 5.839 9.307 33.945
H 7.894 8.812 32.521
H 6.393 8.498 31.782
H 8.104 9.963 28.875
H 6.965 8.642 29.457
H 8.573 8.666 30.102
C 2.095 7.843 27.146
C 3.422 8.084 27.768
C 4.583 8.235 26.756
N 6.008 8.107 27.369
C 6.938 7.893 26.184
C 7.081 9.069 25.259
C 7.457 10.317 26.129
C 6.525 10.610 27.260
C 6.381 9.384 28.139
C 6.253 6.879 28.301
H 1.258 7.743 27.837
H 2.123 6.967 26.498
H 1.881 8.703 26.511
H 3.563 7.189 28.375
H 3.403 8.896 28.495
H 4.428 9.076 26.079
H 4.468 7.349 26.132
H 6.611 6.957 25.731
H 7.915 7.858 26.666
H 6.210 9.256 24.630
H 7.841 8.760 24.540
H 7.388 11.166 25.448
H 8.501 10.367 26.441
H 5.562 10.959 26.887
H 6.920 11.534 27.683
H 5.637 9.576 28.912
H 7.346 9.265 28.631
H 5.906 5.932 27.887
H 5.775 6.936 29.279
H 7.303 6.637 28.465
C 0.401 6.776 29.553
C 1.640 5.972 29.171
C 2.456 5.673 30.439
N 3.654 4.737 30.276
C 4.511 5.244 29.092
C 5.973 4.634 29.072
C 6.613 4.833 30.469
C 5.823 4.168 31.610
C 4.368 4.730 31.675
C 3.240 3.271 30.090
H 0.595 7.785 29.917
H -0.236 6.290 30.292
H -0.155 7.037 28.653
H 2.106 6.679 28.484
H 1.423 5.059 28.616
H 1.842 5.139 31.164
H 2.766 6.627 30.865
H 4.585 6.322 29.237
H 3.911 5.031 28.207
H 6.568 5.024 28.247
H 5.873 3.602 28.735
H 6.467 5.876 30.749
H 7.670 4.568 30.427
H 6.327 4.363 32.557
H 5.859 3.085 31.489
H 4.480 5.762 32.009
H 3.752 4.294 32.462
H 4.088 2.630 29.848
H 2.639 3.287 29.180
H 2.706 3.003 31.001
C 4.623 8.660 34.443
C 3.262 8.403 33.718
C 2.332 9.594 33.686
N 0.900 9.308 33.190
C 1.005 8.964 31.719
C -0.404 8.795 31.052
C -1.308 10.099 31.235
C -1.311 10.650 32.687
C 0.073 10.619 33.368
C 0.213 8.117 33.917
H 5.396 7.996 34.056
H 4.489 8.558 35.520
H 5.006 9.667 34.276
H 2.740 7.497 34.024
H 3.452 8.036 32.710
H 2.650 10.389 33.013
H 2.182 10.097 34.642
H 1.614 9.701 31.196
H 1.499 7.998 31.616
H -0.230 8.672 29.983
H -0.827 7.860 31.419
H -0.949 10.986 30.714
H -2.344 9.958 30.926
H -1.729 11.656 32.664
H -2.053 10.077 33.243
H 0.622 11.456 32.937
H -0.009 10.721 34.450
H 0.309 8.271 34.992
H 0.518 7.124 33.589
H -0.842 8.275 33.695
```

The net charge is +3. The calculation puts the energy at -1791.2728 hartree. The orbital gap comes out at 8.3202 eV. The spin multiplicity is 1. The energy relative to the best compared isomer or geometry (same formula, charge and spin) is 518.1 kcal per mole.

***

Entry 2:
Below is C38H86I2N2O19P4 as an isolated structure, with properties calculated with ωB97M-V with the def2-TZVPD basis set.

Structure (XYZ):
```
151
C38H86I2N2O19P4 ωB97M-V with the def2-TZVPD basis set
C 0.452 0.638 -1.476
C -0.926 1.337 -1.031
O -1.235 2.566 -1.731
C -1.672 2.311 -3.076
C -2.913 3.244 -3.522
O -4.108 2.453 -3.391
C -5.073 3.060 -2.482
C -4.473 3.228 -0.987
N -3.983 1.948 -0.403
C -5.648 4.440 -3.070
C -5.551 5.668 -2.064
O -4.197 6.210 -1.947
C -6.227 1.938 -2.341
C -7.548 2.471 -1.666
C -8.923 2.269 -2.488
N -7.649 3.026 -0.495
C -2.703 3.463 -5.103
I -2.841 1.809 -6.532
C -2.395 4.723 -5.662
C -2.276 6.030 -4.775
I -2.070 5.029 -7.812
H 0.887 0.125 -0.549
H 0.207 -0.225 -2.188
H 1.178 1.375 -1.935
H -0.958 1.548 0.093
H -1.763 0.580 -1.210
H -1.897 1.214 -3.249
H -0.812 2.578 -3.789
H -2.928 4.238 -2.988
H -3.576 3.942 -0.976
H -5.222 3.663 -0.262
H -4.743 1.577 0.190
H -3.814 1.235 -1.120
H -6.746 4.364 -3.381
H -5.101 4.768 -4.023
H -5.978 5.480 -1.036
H -6.170 6.517 -2.527
H -4.191 7.097 -2.356
H -5.858 0.983 -1.864
H -6.493 1.668 -3.421
H -9.425 3.251 -2.745
H -8.812 1.557 -3.360
H -9.628 1.747 -1.748
H -8.631 3.281 -0.297
H -3.258 6.269 -4.266
H -1.923 6.943 -5.332
H -1.504 5.817 -3.953
O 3.758 4.276 3.374
P 4.240 4.821 2.026
O 3.564 3.603 1.119
C 2.146 3.459 1.146
C 1.470 4.498 0.276
O 5.791 4.248 2.188
C 6.397 4.221 3.479
C 6.324 2.819 4.063
O 4.742 5.573 0.581
C 5.450 4.862 -0.438
C 4.541 4.468 -1.589
H 1.772 3.519 2.172
H 1.906 2.459 0.776
H 1.810 5.507 0.524
H 0.386 4.450 0.397
H 1.701 4.325 -0.777
H 5.931 4.951 4.143
H 7.442 4.518 3.364
H 5.331 2.381 3.959
H 6.594 2.825 5.122
H 7.012 2.153 3.534
H 5.972 3.984 -0.057
H 6.212 5.551 -0.813
H 3.944 3.592 -1.338
H 5.132 4.210 -2.471
H 3.849 5.275 -1.841
O 2.691 -2.830 2.391
P 4.095 -2.664 2.983
O 4.848 -2.272 1.555
C 4.425 -1.088 0.884
C 4.993 0.156 1.542
O 4.413 -4.294 3.071
C 3.353 -5.209 3.349
C 2.872 -5.864 2.066
O 5.553 -2.405 3.827
C 6.782 -3.004 3.415
C 7.665 -2.024 2.664
H 3.333 -1.034 0.851
H 4.775 -1.153 -0.149
H 4.789 0.168 2.616
H 4.568 1.056 1.091
H 6.077 0.195 1.418
H 2.535 -4.710 3.871
H 3.743 -5.974 4.026
H 2.717 -5.137 1.268
H 1.938 -6.406 2.232
H 3.622 -6.570 1.699
H 6.635 -3.905 2.819
H 7.295 -3.306 4.332
H 7.333 -1.903 1.633
H 8.696 -2.387 2.625
H 7.649 -1.036 3.131
O 9.432 -7.818 0.020
P 10.291 -6.553 0.126
O 9.661 -5.794 -1.211
C 8.271 -5.479 -1.202
C 7.985 -4.254 -0.354
O 11.658 -7.247 -0.518
C 11.938 -8.625 -0.269
C 11.531 -9.469 -1.464
O 11.235 -5.176 0.467
C 12.058 -4.554 -0.523
C 11.409 -3.306 -1.095
H 7.685 -6.331 -0.847
H 7.971 -5.292 -2.235
H 8.415 -4.352 0.647
H 6.908 -4.094 -0.261
H 8.422 -3.362 -0.807
H 11.443 -8.963 0.643
H 13.014 -8.720 -0.103
H 10.536 -9.213 -1.828
H 11.550 -10.532 -1.213
H 12.219 -9.298 -2.298
H 12.336 -5.232 -1.329
H 12.981 -4.266 -0.012
H 10.647 -3.560 -1.831
H 12.152 -2.688 -1.605
H 10.925 -2.716 -0.312
O -11.494 0.441 0.374
P -11.542 -0.613 1.486
O -12.949 -1.339 0.985
C -12.962 -1.946 -0.305
C -12.256 -3.290 -0.294
O -12.128 0.422 2.647
C -11.733 1.794 2.638
C -12.820 2.651 2.014
O -11.371 -1.783 2.713
C -12.436 -2.104 3.612
C -13.136 -3.393 3.222
H -12.505 -1.284 -1.045
H -14.006 -2.079 -0.594
H -11.255 -3.211 0.139
H -12.172 -3.686 -1.308
H -12.813 -4.012 0.306
H -10.780 1.921 2.121
H -11.575 2.101 3.676
H -13.194 2.227 1.082
H -12.454 3.661 1.817
H -13.679 2.721 2.688
H -13.165 -1.299 3.709
H -11.974 -2.239 4.593
H -13.829 -3.233 2.396
H -13.723 -3.779 4.059
H -12.418 -4.154 2.905
```

The calculation puts the energy at -4999.0662 hartree. The orbital gap comes out at 6.8939 eV. The spin multiplicity is 1.

***

Entry 3:
Below is a 9-piece molecular cluster, C38H89B2F8N10O4 overall, with properties calculated with ωB97M-V with the def2-TZVPD basis set.

Structure (XYZ):
```
151
C38H89B2F8N10O4 ωB97M-V with the def2-TZVPD basis set
C -1.108 3.856 -2.785
C -2.397 4.788 -2.475
N -3.626 4.373 -3.132
C -3.860 4.253 -4.505
C -5.240 3.891 -4.651
N -5.734 3.603 -3.379
C -4.714 3.866 -2.480
C -7.062 3.253 -3.073
H -0.888 3.812 -3.851
H -1.458 2.878 -2.451
H -0.158 4.136 -2.331
H -2.204 5.835 -2.706
H -2.507 4.847 -1.393
H -3.132 4.464 -5.275
H -5.907 3.806 -5.497
H -4.765 3.761 -1.406
H -7.398 3.977 -2.331
H -7.011 2.279 -2.587
H -7.619 3.149 -4.004
C 8.205 -1.136 -1.636
C 7.228 -2.355 -1.348
N 5.859 -1.989 -1.772
C 4.783 -2.828 -1.451
C 3.596 -2.062 -1.622
N 3.888 -0.873 -2.204
C 5.269 -0.831 -2.236
C 3.012 0.038 -2.760
H 7.872 -0.199 -1.190
H 8.370 -1.083 -2.712
H 9.215 -1.270 -1.249
H 7.269 -2.528 -0.272
H 7.624 -3.207 -1.901
H 5.066 -3.798 -1.070
H 2.552 -2.276 -1.447
H 5.775 0.094 -2.469
H 3.538 0.083 -3.713
H 3.005 1.018 -2.283
H 2.012 -0.381 -2.866
C -5.512 -3.887 -2.163
C -4.624 -4.473 -1.143
N -3.732 -3.445 -0.620
C -2.309 -3.541 -0.782
C -1.704 -2.530 -0.041
N -2.782 -1.760 0.541
C -4.006 -2.339 0.174
C -2.671 -0.633 1.393
H -6.229 -3.278 -1.612
H -6.109 -4.565 -2.774
H -5.003 -3.232 -2.870
H -4.126 -5.302 -1.648
H -5.070 -4.950 -0.270
H -1.813 -4.338 -1.316
H -0.673 -2.230 0.076
H -4.985 -2.097 0.561
H -1.862 -0.888 2.077
H -3.536 -0.340 1.989
H -2.561 0.242 0.753
C 5.175 2.310 0.456
N 4.588 2.020 1.840
C 5.760 2.068 2.852
C 3.519 3.148 2.154
C 3.763 0.622 1.809
C 4.474 -0.741 2.014
O 5.662 -0.688 1.274
H 5.808 1.444 0.262
H 5.796 3.202 0.545
H 4.408 2.376 -0.316
H 5.292 1.683 3.758
H 6.164 3.075 2.956
H 6.432 1.323 2.426
H 4.099 4.069 2.090
H 2.976 3.040 3.093
H 2.701 3.210 1.437
H 3.176 0.485 0.901
H 3.074 0.768 2.641
H 3.795 -1.538 1.710
H 4.813 -0.849 3.044
H 6.322 -1.275 1.650
C -0.724 3.390 5.707
N -1.246 3.569 4.274
C -1.475 5.030 3.941
C -0.174 3.096 3.352
C -2.533 2.713 4.086
C -3.344 3.104 2.818
O -4.277 4.097 3.276
H -0.569 2.315 5.801
H -1.409 3.781 6.460
H 0.240 3.860 5.897
H -2.230 5.479 4.586
H -1.855 5.183 2.931
H -0.582 5.655 3.959
H 0.572 3.844 3.080
H -0.539 2.788 2.372
H 0.290 2.199 3.761
H -3.074 2.949 5.003
H -2.335 1.650 4.222
H -3.950 2.251 2.514
H -2.799 3.219 1.881
H -4.364 4.652 2.498
C -0.090 -4.085 3.247
N 0.680 -3.048 4.112
C 1.171 -1.837 3.224
C -0.349 -2.549 5.100
C 1.789 -3.789 4.967
C 3.169 -3.885 4.318
O 3.118 -4.682 3.174
H -0.991 -3.642 2.825
H -0.292 -4.978 3.838
H 0.509 -4.106 2.336
H 0.397 -1.193 2.807
H 1.892 -2.164 2.475
H 1.623 -1.158 3.948
H -0.631 -3.311 5.828
H -1.222 -2.244 4.522
H -0.103 -1.702 5.740
H 1.239 -4.625 5.400
H 1.925 -3.033 5.739
H 3.944 -4.421 4.866
H 3.685 -2.945 4.124
H 2.904 -5.601 3.351
C -2.898 0.272 -2.892
N -2.538 -0.144 -4.332
C -2.563 1.115 -5.187
C -1.037 -0.646 -4.300
C -3.525 -1.244 -4.769
C -3.037 -2.048 -5.998
O -2.783 -1.349 -7.185
H -2.158 0.906 -2.405
H -3.175 -0.562 -2.247
H -3.898 0.702 -2.951
H -2.044 0.930 -6.127
H -2.068 1.887 -4.597
H -3.629 1.295 -5.325
H -0.659 -0.076 -3.451
H -0.698 -0.765 -5.329
H -0.990 -1.618 -3.811
H -4.558 -0.908 -4.863
H -3.547 -2.011 -3.994
H -3.852 -2.668 -6.370
H -2.289 -2.819 -5.815
H -2.686 -1.988 -7.895
B 0.739 0.578 -0.043
F -0.222 0.770 -1.043
F 1.492 1.778 -0.029
F 0.066 0.583 1.158
F 1.410 -0.638 -0.053
B 1.450 -4.552 -0.549
F 1.077 -4.043 -1.792
F 0.530 -5.420 -0.010
F 2.713 -5.122 -0.750
F 1.548 -3.432 0.190
```

The net charge is +4. The calculation puts the energy at -3197.2668 hartree. The orbital gap (spin up / spin down) comes out at 2.7826 / 8.8776 eV. The spin multiplicity is 2. As for the expectation value of S²: 0.75.

***

Question: Which of these has the highest energy?
Answer: C38H85N4O